ORCA calculation (wB97M-V/def2-TZVPD) on the ion C6H13N with charge -1.

As for the HOMO energy (spin up / spin down): 1.43 / -3.92 eV. For the energy above the lowest of the compared OMol25 structures with the same formula, charge and spin, the calculation gives 1.74 kcal per mole. As for the expectation value of S²: 0.75. The energy comes out at -7921.277 eV. The largest force on an atom is 0.0172 Eh/bohr.

Geometry as ORCA input:
```
! RIJCOSX wB97M-V def2-TZVPD def2/J DEFGRID3
* xyz -1 2
H 2.267 -1.399 -1.252
H -1.155 -1.040 2.299
C 0.282 -0.072 -0.239
H -0.923 -0.035 3.738
H -1.356 1.670 2.255
H 1.161 -2.062 -2.501
H -0.112 0.111 -3.462
C -0.550 -0.249 2.738
C 0.454 -0.306 -1.536
H 1.007 -0.486 0.451
C -0.579 1.012 1.856
H -0.895 1.714 -0.127
C 1.574 -1.153 -2.060
N -0.430 0.134 -2.503
H -1.112 0.845 -2.281
C -0.817 0.748 0.379
H 0.357 1.563 1.986
H 2.156 -0.606 -2.812
H 0.460 -0.645 2.838
H -1.789 0.256 0.234
*
```



ORCA calculation (wB97M-V/def2-TZVPD) on the ion C5H15N3 with charge -1.

As for the HOMO energy (spin up / spin down): 1.31 / -5.03 eV. For the energy above the lowest of the compared OMol25 structures with the same formula, charge and spin, the calculation gives 47.56 kcal per mole. As for the expectation value of S²: 0.75. The energy comes out at -9894.834 eV. The largest force on an atom is 0.0834 Eh/bohr.

Geometry as ORCA input:
```
! RIJCOSX wB97M-V def2-TZVPD def2/J DEFGRID3
* xyz -1 2
C 0.570 1.973 -0.784
H -1.013 -1.505 1.735
N -0.772 -0.526 1.476
C 0.847 -1.548 -0.117
H -2.652 0.239 2.197
H 1.672 0.632 0.553
N -0.180 -2.670 -0.326
H -0.636 -2.610 -1.235
H 1.564 -1.662 0.692
H 0.096 -3.567 -0.295
H -0.369 2.379 -1.224
N 1.190 1.365 -2.048
H -2.335 0.600 0.521
H 2.173 1.201 -1.769
H -1.414 1.412 1.828
H 1.071 2.893 -0.675
H 1.281 -1.171 -1.131
C -1.887 0.493 1.525
H -0.829 -0.360 -0.729
C -0.143 -0.369 0.119
H 0.885 0.297 -1.971
C 0.585 0.951 0.372
H 0.296 1.553 1.284
*
```



ORCA calculation (wB97M-V/def2-TZVPD) on a cluster of 2 separate species, C5H9P in total.

As for the HOMO energy: -9.40 eV. For the energy above the lowest of the compared OMol25 structures with the same formula, charge and spin, the calculation gives 60.60 kcal per mole. The energy comes out at -14615.692 eV. As for the SMILES: C=CCC.C#P. The largest force on an atom is 0.0897 Eh/bohr.

Geometry as ORCA input:
```
! RIJCOSX wB97M-V def2-TZVPD def2/J DEFGRID3
* xyz 0 1
H 0.171 3.011 -0.613
H 1.473 1.970 -0.250
H -1.682 1.370 -0.889
H -0.835 -2.415 -0.847
C -0.595 1.025 -0.372
P 2.434 -1.327 2.399
H -0.623 0.950 0.807
C 0.557 1.952 -0.806
H -2.324 -1.205 -0.837
H 0.853 1.711 -1.770
C 1.059 -2.051 2.416
H 0.746 -0.594 -0.583
H 0.306 -2.618 2.774
C -0.317 -0.410 -0.717
C -1.223 -1.369 -0.712
*
```



ORCA calculation (wB97M-V/def2-TZVPD) on a structure of composition C13H27Cl2PZr.

As for the HOMO energy: -7.59 eV. The energy comes out at -49534.390 eV. The largest force on an atom is 0.0768 Eh/bohr.

Geometry as ORCA input:
```
! RIJCOSX wB97M-V def2-TZVPD def2/J DEFGRID3
* xyz 0 1
H -1.190 -3.356 3.588
H 1.806 -0.143 -4.645
H 0.329 -2.555 4.005
C -0.281 0.188 -4.955
H 2.198 0.743 2.307
C 2.359 0.750 -2.121
H 0.066 -2.610 1.524
C -2.534 0.659 2.521
H 2.684 0.275 4.505
H -2.431 0.560 -4.831
C 1.771 -0.231 4.169
C -1.048 0.867 2.813
C -0.313 0.860 -2.120
C -1.606 0.221 -4.187
C -1.502 1.146 -2.946
H -0.445 1.378 -1.062
P 0.045 -0.242 1.862
H -3.119 1.158 3.301
H 2.859 1.721 -2.082
H 2.858 -0.108 -2.576
C -0.578 -1.942 2.117
H -2.817 1.110 1.563
H -1.225 -1.698 4.195
C 1.725 -0.194 2.644
H -2.814 -0.401 2.509
H -0.120 1.193 -5.367
H -0.754 1.893 2.540
Zr 1.108 0.336 -0.532
H -0.825 0.750 3.882
C 0.889 -0.123 -4.041
H -2.386 1.049 -2.308
H 2.310 -1.021 2.211
C 0.921 0.933 -2.882
H 1.818 -1.254 4.553
H -1.888 -0.797 -3.871
H 0.799 -1.119 -3.590
H 0.930 0.290 4.634
H 0.963 1.917 -3.394
Cl 1.770 -1.991 -0.580
H -1.573 -1.966 1.652
Cl 1.734 2.458 0.501
C -0.660 -2.397 3.565
H -0.373 -0.510 -5.796
H -1.459 2.206 -3.275
*
```



ORCA calculation (wB97M-V/def2-TZVPD) on a structure of composition C2H3LiORh.

As for the HOMO energy (spin up / spin down): -18.07 / -21.75 eV. For the energy above the lowest of the compared OMol25 structures with the same formula, charge and spin, the calculation gives 0.00 kcal per mole. As for the expectation value of S²: 8.77. The energy comes out at -7355.683 eV. The largest force on an atom is 0.1066 Eh/bohr.

Geometry as ORCA input:
```
! RIJCOSX wB97M-V def2-TZVPD def2/J DEFGRID3
* xyz 2 6
Li 1.414 0.043 2.260
C 0.201 1.030 0.731
H -0.535 1.810 0.460
H -1.378 -1.002 -1.928
Rh -0.928 -0.931 0.963
H 1.188 1.486 0.503
O 0.357 -1.707 -1.277
C -0.318 -0.730 -1.712
*
```



ORCA calculation (wB97M-V/def2-TZVPD) on a structure of composition C20H46P4SYb.

As for the HOMO energy (spin up / spin down): -16.61 / -16.61 eV. As for the expectation value of S²: 0.76. The energy comes out at -100977.948 eV. The largest force on an atom is 0.0523 Eh/bohr.

Geometry as ORCA input:
```
! RIJCOSX wB97M-V def2-TZVPD def2/J DEFGRID3
* xyz 3 2
P 0.943 -2.274 1.180
C -4.341 3.528 -4.234
C -3.254 3.212 -3.412
C -0.224 -3.549 0.548
H 2.260 3.024 0.509
H 1.447 -4.095 2.663
H 3.876 1.618 2.268
H 0.335 1.122 -2.929
C -4.359 0.914 1.809
C -3.824 -0.308 1.797
H 2.626 -2.250 -3.121
C 4.081 0.115 -1.159
H 3.362 -2.383 0.908
H 4.404 -0.915 -0.955
H 2.855 0.942 4.322
C -5.751 2.059 -2.917
H 4.548 -0.004 1.901
H -4.764 1.042 -1.280
H 1.771 2.741 3.422
H -1.216 -2.974 -2.404
H -4.251 -1.075 1.138
H -6.738 1.641 -2.707
H -5.366 1.082 1.362
P 0.862 0.528 2.957
H 3.608 0.152 -2.148
H 5.098 1.427 0.972
H -3.930 1.751 2.381
H 2.586 -3.983 0.719
C -5.586 2.930 -4.010
H -1.296 -1.718 -3.679
H -0.166 -3.667 -0.540
C 1.565 -2.540 -3.106
C 2.513 -2.917 0.461
H -2.060 1.223 -0.364
C -0.505 -0.051 4.041
H -2.936 -0.570 2.402
H -0.243 0.175 5.087
H -2.297 3.711 -3.580
H 4.956 0.779 -1.150
H 2.046 -2.572 3.373
H -1.892 -1.370 -2.029
C 2.274 0.050 4.052
C 0.805 0.160 -3.227
H 1.881 0.332 -3.396
H 3.639 2.805 -0.599
H 1.492 -3.553 -2.681
C -3.368 2.207 -2.433
C -1.123 -1.898 -2.605
H -1.242 -3.241 0.816
H 2.538 -2.795 -0.625
H -4.200 4.263 -5.051
H 0.446 2.304 4.556
C 0.781 2.278 3.505
C 1.209 -3.034 2.834
H 0.308 -2.974 3.458
Yb 0.106 0.963 -0.445
H -0.680 -1.128 3.951
P 2.952 0.669 0.184
C 4.238 0.958 1.469
H 1.892 -0.403 4.975
S -1.924 1.501 -1.746
H 2.950 -0.655 3.557
P 0.575 -1.322 -2.133
H 1.193 -2.570 -4.141
H 2.005 2.543 -1.231
H -1.434 0.474 3.781
H 0.069 2.825 2.872
H -6.458 3.239 -4.589
H 0.351 -0.131 -4.182
C 2.645 2.422 -0.332
H -0.002 -4.505 1.038
C -4.663 1.712 -2.128
*
```